The following is a DFT calculation (wB97M-V/def2-TZVPD) of a 7-piece molecular cluster, C35H90N6O11 overall in a non-equilibrium geometry.

```
142
Properties=species:S:1:pos:R:3
C -4.10 0.24 2.07
O -5.11 1.14 1.68
C -6.32 0.90 2.37
C -7.41 1.72 1.71
C -7.41 3.20 2.13
N -8.71 1.05 2.01
H -3.15 0.53 1.63
H -4.32 -0.78 1.76
H -3.94 0.24 3.16
H -6.61 -0.16 2.31
H -6.19 1.22 3.41
H -7.34 1.65 0.62
H -6.95 3.34 3.10
H -8.44 3.56 2.16
H -6.83 3.77 1.39
H -8.84 1.03 3.02
H -9.46 1.64 1.67
C -3.40 -2.91 -7.41
O -1.98 -2.86 -7.49
C -1.35 -3.67 -6.52
C 0.07 -3.16 -6.29
C 0.03 -1.77 -5.68
N 0.88 -3.11 -7.53
H -3.79 -2.48 -8.33
H -3.75 -2.26 -6.60
H -3.76 -3.94 -7.30
H -1.89 -3.62 -5.57
H -1.33 -4.71 -6.88
H 0.58 -3.85 -5.61
H 1.00 -1.34 -5.43
H -0.52 -1.76 -4.73
H -0.53 -1.07 -6.31
H 0.82 -4.03 -7.97
H 0.35 -2.55 -8.20
C 2.34 -9.91 0.11
O 1.43 -8.93 -0.29
C 1.12 -8.00 0.74
C 0.39 -6.84 0.11
N -0.08 -5.92 1.14
C -1.00 -4.90 0.58
C -1.54 -4.08 1.75
O -2.63 -3.22 1.48
C -3.80 -3.84 1.02
H 2.16 -10.82 -0.46
H 2.23 -10.16 1.18
H 3.38 -9.59 0.00
H 2.04 -7.63 1.21
H 0.53 -8.51 1.50
H -0.46 -7.23 -0.46
H 1.05 -6.38 -0.65
H 0.74 -5.37 1.42
H -1.80 -5.44 0.09
H -0.48 -4.24 -0.12
H -0.78 -3.33 2.02
H -1.70 -4.70 2.63
H -3.64 -4.51 0.17
H -4.50 -3.07 0.70
H -4.30 -4.41 1.82
C -2.34 4.66 -0.66
O -1.24 4.01 -0.09
C -1.33 4.08 1.32
C -0.16 3.37 1.98
N 1.09 4.08 1.84
C 1.14 5.32 2.59
C 2.58 5.73 2.80
O 3.13 4.91 3.82
C 4.53 4.99 3.92
H -2.37 4.42 -1.72
H -2.29 5.76 -0.58
H -3.30 4.33 -0.22
H -2.22 3.51 1.64
H -1.39 5.11 1.68
H -0.05 2.38 1.54
H -0.41 3.26 3.05
H 1.94 3.55 1.96
H 0.70 5.18 3.60
H 0.58 6.11 2.09
H 2.62 6.80 3.10
H 3.18 5.70 1.89
H 4.79 4.82 4.97
H 4.90 5.98 3.64
H 5.03 4.19 3.37
C 3.39 -1.16 -0.64
O 2.91 -0.34 -1.68
C 3.85 -0.17 -2.71
C 3.21 0.59 -3.84
N 2.81 1.93 -3.47
C 2.36 2.72 -4.62
C 0.88 2.55 -4.88
O 0.15 3.30 -3.95
C -1.15 3.60 -4.36
H 2.78 -0.97 0.25
H 4.44 -1.01 -0.38
H 3.21 -2.21 -0.88
H 4.18 -1.14 -3.11
H 4.76 0.35 -2.38
H 2.36 0.03 -4.25
H 3.91 0.62 -4.71
H 3.63 2.39 -3.08
H 2.93 2.46 -5.53
H 2.53 3.77 -4.40
H 0.61 1.49 -4.83
H 0.68 2.93 -5.90
H -1.72 2.70 -4.65
H -1.19 4.21 -5.28
H -1.67 4.10 -3.55
C 4.35 2.47 1.13
O 3.32 2.20 2.03
C 3.60 1.16 2.95
C 2.30 0.85 3.65
N 1.79 1.92 4.51
C 2.62 2.32 5.66
C 2.79 1.26 6.71
O 3.56 0.19 6.24
C 3.39 -0.97 7.02
H 5.32 2.68 1.60
H 4.06 3.33 0.53
H 4.50 1.64 0.42
H 4.41 1.48 3.62
H 3.93 0.26 2.41
H 2.32 -0.09 4.20
H 1.56 0.67 2.86
H 1.73 2.73 3.90
H 2.14 3.21 6.06
H 3.60 2.69 5.32
H 1.78 0.92 6.98
H 3.19 1.69 7.64
H 3.64 -0.78 8.07
H 4.02 -1.76 6.64
H 2.34 -1.28 6.97
C -0.97 0.73 -2.11
C -0.60 0.60 -0.65
C -0.61 -0.83 -0.13
O 0.72 1.12 -0.48
H -0.27 0.15 -2.73
H -0.97 1.77 -2.40
H -1.94 0.26 -2.34
H -1.25 1.25 -0.06
H -1.58 -1.30 0.01
H -0.15 -0.89 0.86
H 0.06 -1.40 -0.79
H 1.31 0.60 -1.05
```

Results
LUMO energy = 0.422 eV
Energy relative to the best compared isomer or geometry (same formula, charge and spin) = 8.4 kcal/mol
Net charge = 0
Frontier orbital gap = 8.16 eV
HOMO energy = -7.73 eV
SMILES = COC[C@H](C)N.COC[C@H](C)N.COCCNCCOC.COCCNCCOC.COCCNCCOC.COCCNCCOC.CC(C)O

Löwdin population analysis, charges in e, atoms 1 to 2: -0.11, -0.18

The following is a DFT calculation (wB97M-V/def2-TZVPD) of a 8-piece molecular cluster, C35H91N7O8 overall in a non-equilibrium geometry.

```
141
Properties=species:S:1:pos:R:3
C -3.95 0.73 -5.98
C -2.49 1.16 -5.92
C -2.12 1.93 -7.18
C -2.34 2.01 -4.65
C -0.89 2.17 -4.23
C -0.22 0.83 -4.04
C -0.29 -0.01 -5.31
C 0.71 0.49 -6.37
C 0.11 -1.46 -4.95
N -1.70 -0.08 -5.74
O -1.81 -0.92 -6.88
H -4.56 1.62 -6.18
H -4.17 0.01 -6.77
H -4.33 0.32 -5.04
H -2.73 2.80 -7.42
H -1.08 2.26 -7.26
H -2.22 1.27 -8.05
H -2.77 3.00 -4.83
H -2.95 1.59 -3.84
H -0.38 2.79 -4.99
H -0.72 2.86 -3.39
H -0.62 0.31 -3.16
H 0.81 1.00 -3.68
H 0.41 0.15 -7.36
H 1.68 0.03 -6.18
H 0.87 1.57 -6.44
H -0.71 -1.94 -4.42
H 0.89 -1.36 -4.19
H 0.31 -2.06 -5.83
H -2.35 -1.67 -6.58
C 4.81 -3.74 1.51
O 3.41 -3.66 1.62
C 2.84 -4.15 2.81
C 1.42 -3.65 2.97
C 1.27 -2.16 2.66
N 0.82 -4.01 4.30
H 5.14 -4.78 1.60
H 5.30 -3.01 2.16
H 5.04 -3.38 0.50
H 2.87 -5.25 2.77
H 3.44 -3.92 3.70
H 0.79 -4.19 2.25
H 0.27 -1.81 2.89
H 1.48 -2.07 1.60
H 2.04 -1.57 3.16
H 0.03 -3.36 4.39
H 0.34 -4.89 4.17
C 2.19 -4.30 -2.97
O 0.93 -3.70 -2.82
C 0.35 -3.86 -1.54
C -1.16 -3.97 -1.80
C -1.90 -4.28 -0.49
N -1.46 -5.10 -2.69
H 2.80 -4.27 -2.06
H 2.83 -3.83 -3.72
H 2.04 -5.36 -3.17
H 0.58 -4.80 -1.03
H 0.71 -3.04 -0.91
H -1.59 -3.06 -2.20
H -1.42 -5.14 0.01
H -2.95 -4.56 -0.57
H -1.86 -3.43 0.20
H -1.43 -5.95 -2.14
H -0.83 -5.18 -3.47
C -2.60 -1.57 2.42
O -3.12 -2.09 3.61
C -3.87 -1.16 4.37
C -4.52 -1.91 5.51
C -5.32 -3.13 5.11
N -5.37 -0.98 6.29
H -2.16 -0.59 2.65
H -3.34 -1.35 1.64
H -1.85 -2.25 2.04
H -3.22 -0.37 4.76
H -4.65 -0.75 3.72
H -3.73 -2.26 6.20
H -4.68 -3.91 4.69
H -6.18 -2.93 4.48
H -5.78 -3.54 6.02
H -4.83 -0.16 6.50
H -5.85 -1.48 7.02
C -4.08 5.17 4.22
O -3.30 4.67 3.15
C -3.81 3.44 2.67
C -2.79 2.92 1.68
C -3.35 1.80 0.81
N -1.55 2.55 2.35
H -3.88 4.53 5.09
H -5.15 5.14 3.98
H -3.82 6.20 4.46
H -3.87 2.74 3.52
H -4.81 3.57 2.25
H -2.65 3.75 0.96
H -3.80 0.95 1.33
H -2.63 1.33 0.14
H -4.17 2.14 0.18
H -0.77 2.42 1.70
H -1.34 3.35 2.94
C 6.13 1.01 4.63
O 5.30 -0.12 4.57
C 3.91 0.09 4.55
C 3.43 1.11 3.50
C 1.93 1.33 3.60
N 3.72 0.57 2.15
H 7.04 0.81 4.07
H 6.32 1.38 5.64
H 5.73 1.82 4.00
H 3.49 -0.90 4.37
H 3.50 0.34 5.54
H 3.97 2.03 3.68
H 1.39 0.42 3.32
H 1.70 2.08 2.84
H 1.64 1.70 4.58
H 3.38 -0.38 2.12
H 4.72 0.54 2.03
C 1.82 4.02 -3.68
O 2.87 4.47 -2.85
C 2.84 3.81 -1.62
C 3.97 4.25 -0.68
C 5.32 3.78 -1.21
N 3.77 3.62 0.63
H 0.83 4.25 -3.28
H 2.00 2.97 -3.91
H 1.88 4.58 -4.62
H 1.94 4.06 -1.04
H 2.89 2.72 -1.76
H 3.83 5.33 -0.55
H 6.19 4.06 -0.61
H 5.49 4.23 -2.19
H 5.23 2.70 -1.33
H 2.96 4.02 1.09
H 3.58 2.62 0.61
C 0.03 -0.17 -0.50
C 0.17 1.35 -0.59
O 0.77 1.95 0.57
H 0.97 -0.69 -0.69
H -0.63 -0.43 -1.33
H -0.43 -0.53 0.42
H -0.77 1.86 -0.72
H 0.86 1.58 -1.41
H 1.63 1.55 0.76
```

Results
LUMO energy = 0.519 eV
Net charge = 0
Frontier orbital gap = 8.95 eV
HOMO energy = -8.43 eV
SMILES = CC1(C)CCCC(C)(C)N1O.COC[C@H](C)N.COC[C@H](C)N.COC[C@H](C)N.COC[C@H](C)N.COC[C@H](C)N.COC[C@H](C)N.CCO

Löwdin population analysis, charges in e, atoms 1 to 2: -0.04, -0.52

The following is a DFT calculation (wB97M-V/def2-TZVPD) of C35H95AgN8O9Pd as an isolated structure in a non-equilibrium geometry.

```
149
Properties=species:S:1:pos:R:3
Pd -2.42 0.13 3.12
Ag -2.98 1.18 -0.27
C 1.30 0.91 1.15
C -0.06 1.16 0.47
C -0.13 0.44 -0.84
O -1.15 0.84 1.35
H 2.07 1.27 0.47
H 1.43 -0.16 1.36
H 1.66 1.30 2.11
H -0.18 2.22 0.22
H 0.03 -0.64 -0.83
H 0.56 0.93 -1.54
H -1.07 0.58 -1.37
C 5.96 4.76 1.42
C 4.98 3.64 1.08
C 5.14 2.93 -0.26
O 4.90 1.46 -0.15
C 4.79 0.86 -1.44
N 5.10 2.84 2.33
H 6.98 4.43 1.22
H 5.75 5.24 2.37
H 5.82 5.52 0.65
H 3.93 3.91 1.03
H 6.16 3.00 -0.64
H 4.49 3.44 -0.97
H 3.78 0.97 -1.85
H 5.05 -0.18 -1.30
H 5.41 1.31 -2.22
H 6.08 2.71 2.55
H 4.90 1.90 2.01
C 2.92 0.02 -7.43
C 2.62 1.49 -7.30
C 3.12 2.12 -5.98
O 2.12 2.05 -5.00
C 2.51 2.82 -3.86
N 3.18 2.19 -8.47
H 2.49 -0.37 -8.35
H 2.48 -0.69 -6.73
H 3.96 -0.33 -7.45
H 1.53 1.53 -7.38
H 3.52 3.14 -6.04
H 3.91 1.52 -5.53
H 3.51 2.59 -3.50
H 1.75 2.75 -3.08
H 2.44 3.88 -4.13
H 2.86 3.12 -8.68
H 2.85 1.62 -9.24
C 2.09 -0.22 4.69
C 0.63 -0.81 4.77
C 0.00 -0.87 6.19
O 0.86 -1.55 7.09
C 0.32 -1.58 8.36
N -0.23 0.06 4.02
H 2.51 -0.45 3.71
H 2.68 -0.72 5.45
H 2.05 0.84 4.93
H 0.58 -1.75 4.23
H -1.00 -1.29 6.19
H -0.07 0.14 6.60
H 0.45 -0.61 8.83
H 0.92 -2.18 9.05
H -0.70 -1.94 8.54
H 0.29 0.35 3.21
H -0.20 0.93 4.54
C 3.80 -6.79 4.60
C 4.21 -5.63 3.80
C 3.08 -4.72 3.22
O 3.63 -3.56 2.57
C 2.66 -2.84 1.81
N 5.10 -4.79 4.58
H 4.68 -7.31 4.99
H 3.16 -7.45 4.02
H 3.30 -6.37 5.48
H 4.77 -5.91 2.90
H 2.56 -4.30 4.08
H 2.32 -5.21 2.61
H 3.19 -1.98 1.41
H 1.86 -2.35 2.38
H 2.26 -3.52 1.05
H 4.88 -4.63 5.55
H 5.13 -3.89 4.14
C -4.41 -3.35 5.18
C -3.26 -2.48 4.56
C -2.89 -3.01 3.23
O -2.00 -2.01 2.64
C -1.61 -2.55 1.37
N -3.87 -1.12 4.61
H -4.64 -3.04 6.20
H -4.15 -4.41 5.22
H -5.32 -3.30 4.58
H -2.42 -2.65 5.23
H -3.76 -3.23 2.61
H -2.27 -3.90 3.35
H -0.90 -1.96 0.79
H -2.49 -2.85 0.80
H -0.94 -3.35 1.70
H -4.08 -1.12 5.60
H -4.76 -1.15 4.15
C -4.41 1.72 -4.38
C -4.73 1.66 -2.84
C -6.23 1.56 -2.48
O -6.81 0.50 -3.30
C -8.21 0.61 -3.28
N -3.98 0.49 -2.45
H -3.35 1.93 -4.51
H -4.89 2.63 -4.75
H -4.77 0.83 -4.89
H -4.28 2.40 -2.17
H -6.57 2.50 -2.91
H -6.48 1.48 -1.42
H -8.69 0.29 -2.36
H -8.63 -0.20 -3.86
H -8.57 1.55 -3.70
H -4.53 -0.36 -2.47
H -3.25 0.26 -3.11
C -2.88 -2.68 -3.64
C -1.59 -1.70 -3.48
C -0.25 -2.45 -3.73
O -0.02 -3.37 -2.67
C 1.09 -4.19 -2.94
N -1.72 -0.61 -4.37
H -2.73 -3.64 -3.17
H -3.06 -2.88 -4.70
H -3.84 -2.28 -3.31
H -1.59 -1.25 -2.49
H 0.49 -1.67 -3.92
H -0.45 -2.94 -4.68
H 1.09 -4.63 -3.93
H 1.13 -5.03 -2.24
H 2.08 -3.74 -2.90
H -1.73 -1.01 -5.29
H -0.79 -0.23 -4.29
C -3.27 5.78 0.89
C -3.16 4.45 0.09
C -1.86 4.36 -0.68
O -1.98 3.27 -1.56
C -1.23 3.49 -2.76
N -3.24 3.30 0.96
H -3.41 6.60 0.19
H -2.37 5.93 1.49
H -4.17 5.70 1.51
H -3.95 4.57 -0.67
H -1.05 4.28 0.04
H -1.59 5.29 -1.19
H -1.00 2.58 -3.32
H -0.25 3.93 -2.59
H -1.82 4.09 -3.45
H -4.06 3.34 1.55
H -2.50 3.49 1.63
```

Results
LUMO energy (alpha / beta) = -5.662 / -7.899 eV
Energy relative to the best compared isomer or geometry (same formula, charge and spin) = 0.0 kcal/mol
Net charge = +2
Frontier orbital gap (alpha / beta) = 6.32 / 4.09 eV
HOMO energy (alpha / beta) = -11.98 / -11.98 eV
⟨S²⟩ = 2.0108
Spin multiplicity = 3

Löwdin population analysis, charges in e, atoms 1 to 2: 0.99, 0.74

no.,total energy (eV)
1,-69210.8202
2,-64576.3906
3,-75639.9395